*A*
Formula: C41H42BeP2
Source: OMol25
Level of theory: the ωB97M-V functional and the def2-TZVPD basis

Structure (ORCA input):
```
! wB97M-V def2-TZVPD RIJCOSX def2/J DEFGRID3
* xyz 0 1
Be -0.6298 1.4089 -1.9384
C -0.6341 2.4544 -3.3191
C 0.5914 2.4452 -2.6659
C 0.9455 3.4588 -1.6105
C -0.0886 3.4517 -0.4556
C -0.7292 2.0868 -0.3225
C -1.9423 1.7535 -0.8946
C -2.7016 2.6390 -1.8368
C -1.8163 3.3028 -2.9424
C 0.2781 -1.8423 2.5071
H -0.6881 2.0076 -4.3148
H 1.4592 1.9747 -3.1482
H 1.0646 4.4845 -2.0117
H 1.9275 3.1947 -1.1814
H 0.4179 3.7158 0.4811
H -0.8596 4.2238 -0.6155
H -0.3416 1.4604 0.4795
H -2.4880 0.9162 -0.4486
H -3.2497 3.4291 -1.2881
H -3.4876 2.0538 -2.3454
H -2.4698 3.4753 -3.8237
H -1.4888 4.3046 -2.6128
H -0.1305 -2.0957 1.5234
H -0.2402 -2.4018 3.3016
H 1.3488 -2.0776 2.5409
P 1.6625 -0.4828 -0.1317
P 0.1201 -0.1034 2.8528
C 2.1858 0.6287 1.1333
C 1.3243 0.9752 2.1700
C 2.9903 -0.3909 -1.2766
C 3.8617 0.7200 -1.3637
C 5.0306 0.6184 -2.1080
C 5.3092 -0.5483 -2.8282
C 4.3864 -1.6097 -2.8483
C 3.2156 -1.5255 -2.1046
C -0.9814 -0.1076 -2.6481
C -2.2966 -0.5276 -2.7517
C -2.7026 -1.1546 -3.9435
C -1.7588 -1.4059 -4.9433
C -0.3929 -1.2049 -4.6813
C 0.0026 -0.5340 -3.5227
C 0.5196 -0.0082 4.6383
C 1.8772 -0.1363 4.9974
C 2.2481 -0.0406 6.3389
C 1.2627 0.1901 7.3050
C -0.0847 0.3205 6.9534
C -0.4610 0.2107 5.6116
C -1.6136 0.3178 2.6956
C -2.5676 -0.6393 2.3068
C -3.9149 -0.2897 2.2834
C -4.3174 1.0070 2.6155
C -3.3674 1.9576 3.0007
C -2.0161 1.6187 3.0385
H 3.2046 1.0331 1.0933
H 1.4779 1.9009 2.7386
H 3.6453 1.6316 -0.8156
H 5.7398 1.4499 -2.1209
H 6.2481 -0.6339 -3.3841
H 4.6011 -2.5018 -3.4455
H 2.4841 -2.3373 -2.1326
H -3.0173 -0.3675 -1.9472
H -3.7479 -1.4479 -4.0322
H -2.0900 -1.8273 -5.8893
H 0.3624 -1.5494 -5.3922
H 1.0557 -0.3301 -3.3388
H 2.6405 -0.2806 4.2173
H 3.3055 -0.1357 6.6094
H 1.5591 0.2839 8.3434
H -0.8450 0.5196 7.7088
H -1.5144 0.3182 5.3229
H -2.2576 -1.6536 2.0454
H -4.6527 -1.0372 1.9952
H -5.3709 1.2823 2.5577
H -3.6711 2.9680 3.2703
H -1.2649 2.3532 3.3466
C 0.0506 -5.4093 -1.4756
C 1.0000 -4.7568 -0.6871
C 0.8072 -3.3875 -0.3513
C -0.3574 -2.8041 -0.7539
C -1.3580 -3.4107 -1.4482
C -1.1238 -4.7602 -1.8674
H 0.2175 -6.4493 -1.7640
H 1.8829 -5.2828 -0.3028
H 1.5762 -2.8556 0.2180
H -2.2926 -2.9151 -1.6873
H -1.8637 -5.2866 -2.4774
*
```

LUMO energy (alpha / beta) = 0.1 / 0.1 eV
Highest occupied orbital energy (alpha / beta) = -5.955 / -5.435 eV

Mulliken atomic charge list, values in e, 4 entries: atom 1 (Be): -0.516, atom 2 (C): -0.506, atom 3 (C): 0.078, atom 4 (C): -1.092

=====

*B*
Formula: C41H42BeP2
Source: OMol25
Level of theory: the ωB97M-V functional and the def2-TZVPD basis

Structure (ORCA input):
```
! wB97M-V def2-TZVPD RIJCOSX def2/J DEFGRID3
* xyz 0 1
Be 1.9128 -0.9845 -0.8857
C 3.5178 -1.6121 -1.4580
C 3.5442 -0.8847 -0.2784
C 3.9004 0.5744 -0.1470
C 3.0503 1.3930 -1.1327
C 1.6886 0.7587 -1.3487
C 1.3106 -0.1748 -2.3112
C 2.1959 -0.6683 -3.4210
C 3.5730 -1.1500 -2.8886
C -2.8281 1.2804 0.9644
H 3.7717 -2.6743 -1.3495
H 3.7686 -1.4759 0.6121
H 4.9739 0.7754 -0.3228
H 3.7225 0.8967 0.8913
H 2.9294 2.4211 -0.7480
H 3.6255 1.5177 -2.0679
H 0.8831 1.3672 -0.9405
H 0.2373 -0.2163 -2.5293
H 2.3567 0.0842 -4.2236
H 1.6918 -1.5229 -3.9175
H 3.8889 -2.0106 -3.5063
H 4.3342 -0.3834 -3.0902
H -2.6550 0.2501 0.6334
H -3.8476 1.5896 0.6913
H -2.7529 1.3204 2.0564
P 0.3529 -0.1662 1.4545
P -1.6845 2.4208 0.2039
C 0.5120 1.5738 1.7396
C -0.0552 2.5179 0.8886
C 1.2762 -0.7756 2.8642
C 2.4118 -0.1155 3.4056
C 3.0329 -0.6330 4.5394
C 2.5524 -1.8043 5.1365
C 1.4300 -2.4589 4.6084
C 0.8282 -1.9845 3.4539
C 1.1786 -2.6433 -0.7077
C 0.5056 -3.0369 -1.8582
C 0.5916 -4.3699 -2.2892
C 1.0463 -5.3552 -1.4075
C 1.5446 -4.9698 -0.1643
C 1.5535 -3.6146 0.2104
C -2.3928 4.0801 0.6039
C -2.3483 4.5128 1.9466
C -2.8850 5.7477 2.3201
C -3.4803 6.5812 1.3716
C -3.5766 6.1389 0.0507
C -3.0479 4.8982 -0.3369
C -1.7507 2.2622 -1.5920
C -2.5809 1.2976 -2.1883
C -2.6307 1.1863 -3.5757
C -1.8897 2.0527 -4.3856
C -1.0922 3.0385 -3.7957
C -1.0297 3.1519 -2.4078
H 1.0617 1.8712 2.6443
H 0.4377 3.4959 0.7686
H 2.7869 0.8104 2.9573
H 3.8938 -0.1082 4.9652
H 3.0494 -2.2054 6.0144
H 1.0277 -3.3445 5.0993
H -0.0098 -2.5195 2.9995
H -0.1250 -2.3395 -2.4178
H 0.2418 -4.6142 -3.2932
H 0.9740 -6.4095 -1.6714
H 1.9066 -5.7064 0.5473
H 1.8755 -3.3218 1.2110
H -1.8916 3.8746 2.7082
H -2.8374 6.0582 3.3624
H -3.8745 7.5513 1.6638
H -4.0740 6.7703 -0.6873
H -3.1582 4.5761 -1.3766
H -3.2051 0.6519 -1.5716
H -3.2579 0.4183 -4.0294
H -1.9347 1.9589 -5.4723
H -0.5168 3.7209 -4.4223
H -0.4354 3.9447 -1.9529
C -3.3714 -3.9262 1.6990
C -2.9613 -2.7450 2.3207
C -2.0678 -1.8615 1.6514
C -1.6832 -2.2145 0.3906
C -2.0777 -3.3266 -0.2835
C -2.8732 -4.2669 0.4361
H -4.0916 -4.5815 2.1997
H -3.3256 -2.4758 3.3159
H -1.7406 -0.9512 2.1800
H -1.7975 -3.5568 -1.3111
H -3.1102 -5.2319 -0.0163
*
```

LUMO energy (alpha / beta) = 0.0 / 0.2 eV
Highest occupied orbital energy (alpha / beta) = -6.171 / -5.290 eV

Mulliken atomic charge list, values in e, 4 entries: atom 1 (Be): -0.699, atom 2 (C): -0.520, atom 3 (C): 0.070, atom 4 (C): -0.759

=====

*A* comes first in stability; the runner-up is 0.137 eV higher.